Below is the molecule C7H17N at a distorted geometry, with properties calculated with the ωB97M-V functional and the def2-TZVPD basis.

The LUMO energy is 1.1 eV. As for the largest force on an atom: 1.837 eV/A. For the energy above the lowest of the compared OMol25 structures with the same formula, charge and spin, the calculation gives 29.2 kcal per mole. The value obtained for the HOMO-LUMO gap is 9.7 eV. Its structure (SMILES) is CC(C)CCN(C)C.

Geometry as XYZ:
```
25
Properties=species:S:1:pos:R:3:forces:R:3
C -0.408 -0.403 0.435 1.0 1.1 -1.1
C -1.010 0.420 1.569 -0.1 -1.6 0.4
C -2.162 -0.447 2.128 -0.6 1.3 0.1
C -1.505 1.790 1.161 -1.2 0.0 0.1
C 0.782 0.259 -0.313 -1.0 -0.9 0.3
N 1.003 -0.469 -1.567 1.5 0.2 0.3
C 1.801 0.335 -2.506 -0.7 0.4 -0.9
C 1.745 -1.726 -1.323 -0.4 0.7 0.3
H -1.133 -0.496 -0.380 -0.3 -0.3 0.3
H -0.079 -1.395 0.737 -0.3 -0.1 0.3
H -0.334 0.454 2.429 0.4 0.4 -0.3
H -1.830 -1.462 2.322 -0.2 -0.1 -0.1
H -2.546 0.001 3.045 0.3 -0.1 0.4
H -3.058 -0.371 1.503 0.3 -0.6 -0.4
H -0.811 2.624 1.108 0.3 -0.2 0.0
H -2.302 2.050 1.861 0.2 0.4 0.2
H -2.063 1.731 0.218 0.3 -0.1 -0.2
H 1.668 0.215 0.335 0.2 0.5 -0.1
H 0.469 1.271 -0.567 0.4 0.2 0.1
H 2.491 -0.295 -3.065 -0.2 -0.1 -0.2
H 1.086 0.801 -3.181 0.1 0.0 -0.5
H 2.410 1.193 -2.187 -0.1 -0.4 1.0
H 1.537 -2.431 -2.122 0.1 -0.2 0.0
H 1.432 -2.133 -0.366 0.0 -0.3 -0.1
H 2.818 -1.515 -1.273 0.1 -0.2 0.1
```
Forces are in eV/Å.